No. 1
29
Properties=species:S:1:pos:R:3:nbo_charge:R:1 method="wB97M-V/def2-TZVPD" e_homo_ev=-9.03 de_lowest_kcal_mol=10.5 total_charge=0 lumo_energy_ev=0.93 smiles=Cc1ccccc1.CC(C)C gap_ev=9.957 largest_force_ev_per_a=1.4
C 2.282 -0.590 -1.221 -0.633
C 1.924 0.997 0.695 -0.227
C 1.605 -0.202 0.072 -0.005
C 1.600 1.208 2.030 -0.197
C 0.826 -1.150 0.732 -0.228
C 1.023 0.169 2.750 -0.231
C 0.561 -0.954 2.090 -0.194
H 2.509 1.727 0.162 0.212
H 1.798 2.148 2.526 0.214
H 2.462 0.240 -1.909 0.215
H 1.670 -1.263 -1.831 0.214
H 0.375 -2.021 0.277 0.217
H 0.913 0.250 3.824 0.212
H 0.033 -1.738 2.623 0.209
H 3.213 -1.088 -0.985 0.222
C -1.894 0.151 -1.114 -0.238
C -1.870 -1.315 -1.492 -0.598
C -1.228 1.071 -2.138 -0.613
C -3.273 0.624 -0.674 -0.595
H -1.321 0.236 -0.182 0.204
H -2.426 -1.534 -2.401 0.203
H -0.720 0.555 -2.957 0.205
H -1.988 1.702 -2.601 0.205
H -0.464 1.725 -1.719 0.215
H -3.300 1.660 -0.345 0.208
H -4.026 0.546 -1.464 0.195
H -3.621 0.027 0.169 0.205
H -2.197 -1.940 -0.657 0.206
H -0.853 -1.665 -1.670 0.200

No. 2
29
Properties=species:S:1:pos:R:3:nbo_charge:R:1 method="wB97M-V/def2-TZVPD" e_homo_ev=-9.02 de_lowest_kcal_mol=16.8 total_charge=0 lumo_energy_ev=0.91 smiles=Cc1ccccc1.CC(C)C gap_ev=9.935 largest_force_ev_per_a=2.1
C 2.053 0.264 2.674 -0.641
C 1.884 -0.391 0.292 -0.210
C 1.442 -0.588 1.609 -0.023
C 1.580 -1.280 -0.713 -0.207
C 0.783 -2.400 -0.450 -0.224
C 0.524 -1.606 1.793 -0.208
C 0.217 -2.528 0.799 -0.210
H 2.404 0.508 -0.028 0.208
H 1.996 -1.173 -1.706 0.211
H 3.109 0.433 2.514 0.227
H 1.883 -0.124 3.691 0.219
H 0.629 -3.105 -1.254 0.213
H 0.233 -1.806 2.823 0.204
H -0.406 -3.366 1.089 0.215
H 1.458 1.170 2.840 0.226
C -1.734 1.445 -1.239 -0.233
C -1.138 2.532 -0.315 -0.601
C -3.260 1.548 -1.243 -0.603
C -1.231 1.393 -2.659 -0.613
H -1.516 0.549 -0.644 0.202
H -1.073 3.509 -0.798 0.200
H -3.597 2.572 -1.436 0.197
H -3.679 0.934 -2.038 0.205
H -3.791 1.284 -0.324 0.208
H -1.786 2.036 -3.344 0.206
H -0.159 1.574 -2.790 0.210
H -1.328 0.381 -3.070 0.211
H -0.217 2.248 0.188 0.209
H -1.832 2.583 0.525 0.203

Please write out number 2 again, unchanged.
29
Properties=species:S:1:pos:R:3:nbo_charge:R:1 method="wB97M-V/def2-TZVPD" e_homo_ev=-9.02 de_lowest_kcal_mol=16.8 total_charge=0 lumo_energy_ev=0.91 smiles=Cc1ccccc1.CC(C)C gap_ev=9.935 largest_force_ev_per_a=2.1
C 2.053 0.264 2.674 -0.641
C 1.884 -0.391 0.292 -0.210
C 1.442 -0.588 1.609 -0.023
C 1.580 -1.280 -0.713 -0.207
C 0.783 -2.400 -0.450 -0.224
C 0.524 -1.606 1.793 -0.208
C 0.217 -2.528 0.799 -0.210
H 2.404 0.508 -0.028 0.208
H 1.996 -1.173 -1.706 0.211
H 3.109 0.433 2.514 0.227
H 1.883 -0.124 3.691 0.219
H 0.629 -3.105 -1.254 0.213
H 0.233 -1.806 2.823 0.204
H -0.406 -3.366 1.089 0.215
H 1.458 1.170 2.840 0.226
C -1.734 1.445 -1.239 -0.233
C -1.138 2.532 -0.315 -0.601
C -3.260 1.548 -1.243 -0.603
C -1.231 1.393 -2.659 -0.613
H -1.516 0.549 -0.644 0.202
H -1.073 3.509 -0.798 0.200
H -3.597 2.572 -1.436 0.197
H -3.679 0.934 -2.038 0.205
H -3.791 1.284 -0.324 0.208
H -1.786 2.036 -3.344 0.206
H -0.159 1.574 -2.790 0.210
H -1.328 0.381 -3.070 0.211
H -0.217 2.248 0.188 0.209
H -1.832 2.583 0.525 0.203